Density functional theory data (ωB97M-V/def2-TZVPD) for a structure of composition C10H16Cl2GdINOP at a distorted geometry.

Cartesian coordinates (Å):
Gd  -0.777708  0.275375  0.587508
I  -2.350609  2.113231  -1.197161
Cl  0.682822  0.384341  2.602783
Cl  0.963982  -5.544855  -0.301839
P  1.447994  1.791158  -0.492866
O  0.541685  -0.708899  -2.719514
N  -0.841395  -2.102130  0.436387
C  0.114721  -3.049366  0.171574
C  -2.997793  2.329800  1.031527
C  -0.215032  -4.408774  0.206924
C  -2.086962  -2.488245  0.820809
C  -1.513835  -4.791592  0.514477
C  1.456427  3.257467  0.613460
C  0.301819  -0.377640  -1.631352
C  -2.467474  -3.836083  0.844325
C  1.618987  2.551690  -2.122318
C  3.041816  0.883902  -0.324301
H  0.511449  3.804314  0.454352
H  3.880223  1.585742  -0.284757
H  -3.494819  -4.101306  1.083777
H  0.642644  2.935483  -2.433405
H  3.031017  0.266528  0.595521
H  1.115477  -2.656332  -0.049258
H  3.151183  0.229639  -1.212530
H  -1.756790  -5.843681  0.476003
H  -2.776328  -1.689650  1.148385
H  -2.287787  1.902194  1.773956
H  -3.119017  3.421913  1.157690
H  2.010521  1.831579  -2.850700
H  2.319101  3.381914  -2.015555
H  -3.976694  1.826864  1.102349
H  1.533465  2.914272  1.654038
H  2.296910  3.911146  0.359709

Atoms 1-2, force components in eV/Å:
1.282 -0.195 0.754
-0.929 0.523 1.351

Multiplicity: 8
Energy (eV): -77421.682
Net charge: +2
HOMO-LUMO gap (alpha / beta) (eV): 8.272 / 5.915

Mulliken population analysis, charges in e, atoms 1 to 6: Gd 0.73; I 0.22; Cl -0.35; Cl -0.14; P 0.85; O -0.15

Density functional theory data (ωB97M-V/def2-TZVPD) for a structure of composition C34H48FN6O7S2SiYb at a distorted geometry.

Cartesian coordinates (Å):
Yb  -0.449649  -0.852966  0.111209
S  2.291804  4.733223  4.052069
S  -3.167124  -1.745159  0.284194
Si  -0.604602  -4.783283  -0.225199
F  -1.075880  -1.504346  2.518036
O  2.387608  5.806895  5.019426
O  1.960821  -3.109355  -2.871721
O  0.904777  0.006515  1.859043
O  -0.831788  1.314132  1.524167
O  0.528647  -1.882583  -1.667766
O  2.049951  -1.765558  0.415804
O  3.296247  3.714805  4.139484
N  -0.265971  -3.450235  0.804529
N  0.397371  1.105352  -1.166691
N  -3.187430  -0.449591  -2.100373
N  -2.229421  0.440360  -1.524033
N  0.768495  4.089934  4.321263
N  -4.606835  -2.225608  -1.862576
C  -0.215244  1.479230  -2.366104
C  2.902581  4.807365  1.355332
C  -0.101667  -2.601083  4.377214
C  2.801896  5.346671  0.092635
C  2.050095  6.505429  -0.136016
C  -1.813060  -5.991418  0.674132
C  -2.299272  1.397841  -3.837331
C  0.551123  -3.701075  4.919737
C  -3.628710  -1.389298  -1.351175
C  -5.405158  -1.778285  -2.972726
C  0.134296  3.312946  3.266420
C  2.254301  5.424395  2.416886
C  0.629217  -4.706415  2.726562
C  0.995144  2.120794  2.905911
C  -6.489167  -0.768500  -2.585560
C  3.700158  -1.190488  -1.209737
C  1.927701  7.049655  -1.526436
C  1.515664  6.585663  2.212914
C  1.791237  2.690115  -3.027989
C  -2.969297  1.421190  -0.705679
C  0.286527  1.077927  2.022598
C  -0.366446  -2.581830  3.033447
C  0.538684  2.260406  -3.317878
C  1.632147  -2.453826  -1.886645
C  1.419068  7.119054  0.944181
C  2.703852  -2.257295  -0.749744
C  3.413656  -3.568374  -0.415453
C  -0.009960  -3.599093  2.119182
C  0.819193  -5.983381  -0.761477
C  0.898603  -4.746645  4.075801
C  -1.374008  -4.262690  -1.882248
C  -1.517208  1.119663  -2.580756
C  1.619646  1.559940  -0.933167
C  2.357573  2.363116  -1.781138
H  -2.259373  2.059150  -0.185982
H  0.919308  -5.536350  2.099587
H  -2.031528  -6.873356  0.077979
H  3.764036  -4.037808  -1.331514
H  -0.598572  -3.887058  -2.539455
H  -7.046463  -0.457635  -3.468179
H  -6.013098  0.103570  -2.145703
H  3.468589  3.908949  1.541468
H  2.350075  3.286330  -3.744061
H  -0.822642  2.950656  3.650694
H  1.894783  2.435759  2.376804
H  2.058068  1.260028  0.012814
H  2.711243  -4.236382  0.079332
H  -2.751497  -5.499069  0.902836
H  -2.229322  0.563657  -4.539825
H  -5.101150  -2.703433  -1.121877
H  -0.412368  -1.767587  4.989457
H  1.476683  6.301323  -2.176658
H  4.256119  -3.382115  0.252294
H  1.532261  -2.515594  0.767904
H  -5.864608  -2.654708  -3.442707
H  1.470833  -5.493723  -1.476685
H  1.385014  -5.624646  4.483831
H  4.306796  -1.580370  -2.023426
H  4.341516  -0.899847  -0.376737
H  -3.634413  2.036725  -1.334437
H  0.188737  4.848707  4.646467
H  -3.353640  1.513732  -3.585623
H  2.907838  7.293711  -1.938500
H  -0.059121  3.930650  2.378256
H  0.405831  -6.861155  -1.253706
H  3.157584  -0.314902  -1.559044
H  1.307904  7.943740  -1.542683
H  1.322110  1.617227  3.816897
H  1.431576  -6.341470  0.063471
H  0.092635  2.484164  -4.275802
H  -7.181099  -1.197341  -1.861088
H  -4.716958  -1.309099  -3.676558
H  -1.959064  2.302289  -4.342911
H  -3.570074  0.884538  0.034358
H  -2.106051  -3.472952  -1.757565
H  -1.386689  -6.326658  1.614975
H  0.836909  8.016492  0.781498
H  1.033483  7.048305  3.060255
H  3.281699  4.862483  -0.743162
H  -1.860931  -5.098333  -2.381571
H  3.364951  2.658489  -1.528879
H  0.771892  -3.743319  5.976600

Atoms 1-2, force components in eV/Å:
0.166 0.009 -0.753
-0.123 0.248 1.303

Multiplicity: 2
Energy (eV): -123113.253
Net charge: -2
HOMO-LUMO gap (eV): 4.425

Mulliken population analysis, charges in e, atoms 1 to 6: Yb 0.92; S 1.28; S -0.55; Si 0.16; F -0.36; O -0.76

Density functional theory data (ωB97M-V/def2-TZVPD) for an isolated molecule of C4H5NO.

Cartesian coordinates (Å):
O  -0.522954  -2.149646  0.251753
N  -0.396769  -0.224624  -1.044098
C  0.019455  1.091007  -0.956731
C  -0.173612  -0.840307  0.150523
C  0.374506  0.059562  1.026834
C  0.483054  1.295248  0.312014
H  -0.612871  -2.361494  1.187968
H  0.851998  2.232595  0.707018
H  -0.098740  1.766783  -1.791349
H  0.676535  -0.138897  2.046779
H  -0.600601  -0.730226  -1.890710

Atoms 1-2, force components in eV/Å:
0.053 -0.026 0.176
0.102 -0.138 0.045

SMILES string: Oc1ccc[nH]1
Energy (eV): -7766.185
HOMO-LUMO gap (eV): 8.633

Mulliken population analysis, charges in e, atoms 1 to 6: O -0.52; N -0.04; C -0.56; C 0.33; C -0.47; C -0.42

Density functional theory data (ωB97M-V/def2-TZVPD) for the ion C6H11N2 with charge +1 at a distorted geometry.

Cartesian coordinates (Å):
N  -1.651857  0.656851  -0.650040
N  2.066538  -0.003716  -0.504666
C  -0.139377  -1.260333  -0.055707
C  3.012207  1.000914  -0.313771
C  -1.596844  1.533576  0.503027
C  -1.605391  -0.701553  -0.410455
C  1.085017  -0.575290  -0.262896
C  0.029078  -2.365566  0.672093
H  -0.783004  1.412489  1.169719
H  3.597315  1.168600  -1.161343
H  3.740375  0.523960  0.307169
H  -2.229704  -0.968010  0.459745
H  -1.815218  1.012032  -1.532820
H  -1.961308  -1.525988  -1.232846
H  -0.901204  -2.832287  1.063933
H  -2.484801  1.361441  1.109490
H  1.049024  -2.811838  0.697385
H  2.399063  1.793370  -0.013289
H  -1.809904  2.581343  0.155278

Atoms 1-2, force components in eV/Å:
0.788 -0.072 1.250
-3.126 -2.091 0.058

SMILES string: C=C(C#[N+]C)CNC
Energy (eV): -9370.637
Net charge: +1
HOMO-LUMO gap (eV): 7.867

Mulliken population analysis, charges in e, atoms 1 to 6: N -0.19; N 0.06; C 0.41; C -0.71; C -1.01; C -0.64

Density functional theory data (ωB97M-V/def2-TZVPD) for a structure of composition C5H6KO2 at a distorted geometry.

Cartesian coordinates (Å):
K  1.724393  -1.607898  -4.320780
O  0.880721  -0.213137  -1.745979
O  -1.060261  -1.457483  2.454060
C  -0.598545  -1.267002  1.356715
C  1.085433  1.429831  0.689220
C  -0.069136  0.279517  -1.153187
C  -0.042366  1.134088  0.029798
C  -1.168291  -0.265282  0.375251
H  -1.777680  -0.872188  -0.318829
H  0.277660  -1.857413  1.007596
H  1.044491  1.827916  1.703849
H  -1.971527  0.296086  0.867500
H  2.024856  0.949570  0.408403
H  -0.349748  1.623394  -1.353617

Atoms 1-2, force components in eV/Å:
-0.104 0.213 0.381
-0.325 -1.797 -0.787

Energy (eV): -25687.971
Net charge: +1
HOMO-LUMO gap (alpha / beta) (eV): 7.037 / 7.816

Mulliken population analysis, charges in e, atoms 1 to 6: K 0.98; O -0.56; O -0.42; C -0.02; C -0.75; C 0.22

Density functional theory data (ωB97M-V/def2-TZVPD) for a structure of composition C44H37Br2N7OP2SV.

Cartesian coordinates (Å):
Br  -1.630896  3.422521  -2.767126
Br  -3.311889  -0.839392  -6.042605
V  -0.598542  0.468744  0.665740
S  -0.015760  -4.775518  6.101167
P  1.898013  2.423997  -2.518016
P  1.740162  -0.720365  -1.940575
O  -0.892377  1.054874  -0.900470
N  -1.760365  -0.980681  1.759206
N  -1.918544  1.769007  1.718734
N  -1.338245  -1.462838  -1.147802
N  -1.418244  2.378548  2.681069
N  -1.323244  -4.165141  5.391255
N  1.136373  -4.063024  5.234855
N  0.848050  -0.934125  1.531797
C  -3.081241  -1.136780  1.663981
C  -1.474228  0.687545  -2.065635
C  -5.263319  1.936858  0.189247
C  0.523199  -3.295851  4.350600
C  -3.343123  1.818206  1.607418
C  -5.520832  1.747870  2.578240
C  3.364381  0.130920  -1.822880
C  -4.145089  1.737345  2.738823
C  3.421594  1.527912  -1.989613
C  1.176912  -2.485935  3.344396
C  1.998019  4.018491  -1.606515
C  -3.883561  1.919005  0.332740
C  0.361837  -1.702768  2.529743
C  -0.016450  2.403145  2.645765
C  0.643078  3.196077  3.576103
C  4.637241  2.183198  -1.803164
C  4.525443  -0.555609  -1.455403
C  -2.040914  -3.357592  -2.425321
C  0.637600  1.802528  1.561392
C  -3.119713  -2.703801  3.467804
C  3.042614  -1.698943  2.087025
C  -1.698172  -0.693679  -2.206225
C  2.434317  2.970338  -4.186939
C  -2.249717  -1.182257  -3.400847
C  -1.085579  -1.740893  2.646099
C  -2.420995  -2.583452  -3.481752
C  1.997783  3.431490  3.393740
C  -3.791868  -1.992876  2.498125
C  1.977956  2.087685  1.373448
C  2.161750  -0.944195  1.320991
C  -2.580552  -0.242738  -4.415164
C  -2.385061  1.097159  -4.233480
C  -1.492752  -2.766078  -1.259652
C  2.189428  -2.495642  -1.779943
C  2.646372  2.910238  2.282088
C  -1.728235  -2.596445  3.537159
C  -1.074502  -3.645783  -0.120279
C  -6.079115  1.843201  1.308636
C  2.554909  -2.470394  3.117351
C  5.779885  1.492961  -1.428168
C  -1.822594  1.585218  -3.035021
C  -0.890487  -3.354822  4.441390
C  1.333403  -0.720957  -3.733151
C  5.721466  0.118965  -1.251827
H  1.478989  3.943143  -0.651077
H  -2.662603  1.799831  -5.006929
H  -4.862742  -2.077092  2.376218
H  4.702272  3.254179  -1.958579
H  1.484856  4.777841  -2.199557
H  1.641893  3.580434  -4.624823
H  0.607633  -1.517059  -3.915673
H  6.610726  -0.433423  -0.975196
H  -3.239844  2.017112  -0.532085
H  2.585173  2.101793  -4.829194
H  -5.698540  2.035694  -0.796699
H  2.517419  1.716740  0.508388
H  -3.696756  1.661281  3.720071
H  -2.145067  -4.434145  -2.463779
H  -7.155116  1.853915  1.194899
H  -0.599066  -4.553198  -0.491524
H  2.214249  -0.913517  -4.346956
H  2.538983  4.051986  4.094967
H  3.207549  -3.069609  3.739763
H  2.550596  -2.734441  -0.778267
H  0.090019  3.644831  4.391737
H  2.530929  -0.335637  0.511039
H  3.357098  3.552587  -4.165727
H  3.015644  4.369039  -1.428552
H  6.713117  2.023541  -1.288079
H  -2.838911  -3.024788  -4.376343
H  0.887523  0.229599  -4.027310
H  -0.370837  -3.125561  0.523961
H  2.934190  -2.823447  -2.506818
H  4.098419  -1.660601  1.857237
H  4.514167  -1.631349  -1.342029
H  -6.161746  1.684804  3.447664
H  -1.944039  -3.956024  0.466090
H  -3.640011  -3.364796  4.149901
H  3.689986  3.146027  2.111910
H  -3.588172  -0.570969  0.897176
H  1.276455  -3.074240  -1.944410

Atoms 1-2, force components in eV/Å:
0.015 0.086 0.010
0.010 0.007 0.031

Multiplicity: 2
Energy (eV): -253881.026
Net charge: +2
HOMO-LUMO gap (alpha / beta) (eV): 5.519 / 5.573

Mulliken population analysis, charges in e, atoms 1 to 6: Br -0.07; Br -0.17; V -1.20; S 0.21; P 1.44; P 2.12

Density functional theory data (ωB97M-V/def2-TZVPD) for a cluster of 2 separate species, C5H9P in total at a distorted geometry.

Cartesian coordinates (Å):
P  0.904819  0.152152  1.960416
C  -0.790523  0.144961  -0.802321
C  -1.831788  -0.352299  -0.229596
C  0.221202  0.534648  -1.483307
C  0.387831  2.019372  -1.690362
C  1.730140  -1.350139  1.508948
H  0.419282  2.400788  -2.739055
H  -1.911686  -0.307643  0.848829
H  2.769306  -1.194538  1.589406
H  -0.571197  2.223425  -1.102427
H  1.339157  2.245836  -1.166796
H  -2.746344  -0.656065  -0.809065
H  1.498117  -2.186045  2.083899
H  1.007537  -0.127847  -1.808489
H  1.498120  -1.471288  0.417764

Atoms 1-2, force components in eV/Å:
-0.628 1.078 0.633
-0.397 -1.492 -0.252

Energy (eV): -14614.499
HOMO-LUMO gap (alpha / beta) (eV): 7.044 / 7.092

Mulliken population analysis, charges in e, atoms 1 to 6: P -0.04; C -0.36; C -0.61; C 0.13; C -0.86; C -0.79

Density functional theory data (ωB97M-V/def2-TZVPD) for the ion C4H10ClN3 with charge +2 at a distorted geometry.

Cartesian coordinates (Å):
Cl  0.770386  -1.782837  -3.731600
N  -0.135522  0.644159  0.639883
N  0.409805  -0.492730  -1.236594
N  -0.513740  -0.440499  1.112127
C  0.714060  0.491851  -0.451578
C  -1.052333  -0.616041  2.351145
C  1.419298  -0.702632  -2.336033
C  -0.317938  1.929797  1.151441
H  1.713739  0.288084  -2.688275
H  -1.910718  -1.381567  2.458860
H  -0.328895  -1.176609  -1.338669
H  -1.298246  2.019118  1.560420
H  -1.368953  0.327412  2.855915
H  0.429203  2.088131  1.941743
H  -0.322863  -1.375463  2.885992
H  -0.183393  2.693493  0.333947
H  2.403794  -1.187175  -1.966320
H  -0.427684  -1.326491  -3.542403

Atoms 1-2, force components in eV/Å:
0.157 0.656 0.899
-0.692 -2.256 -0.261

Energy (eV): -21278.524
Net charge: +2
HOMO-LUMO gap (eV): 8.751

Mulliken population analysis, charges in e, atoms 1 to 6: Cl 0.13; N 0.75; N -0.14; N -0.51; C -0.29; C -0.64